Computed, not measured: a cluster of 2 separate species, C4H14N in total at a distorted geometry, with wB97M-V/def2-TZVPD.

As for the net charge: +1. For the largest force on an atom, the calculation gives 2.78 eV/A. Its spin multiplicity is 1. For the HOMO energy, the calculation gives -14.40 eV. The calculation puts the frontier orbital gap at 0.381 hartree. As for the electronic energy: -5857.3347 eV.

Each atom is followed by the atoms it is bonded to, with distances in Å.
Atoms and positions in Å:
1 C -1.292 -0.231 0.413  C2 1.526, N3 1.512, H4 1.130, H5 1.143
2 C -1.819 1.104 -0.104  C1 1.526, H6 1.037, H7 1.108, H11 1.050
3 N -2.330 -1.328 0.318  C1 1.512, H8 1.077, H9 1.071, H10 1.013
4 H -0.297 -0.483 -0.058  C1 1.130
5 H -1.135 -0.009 1.524  C1 1.143
6 H -2.642 1.175 -0.731  C2 1.037
7 H -1.094 1.685 -0.709  C2 1.108
8 H -1.856 -2.275 0.122  N3 1.077
9 H -2.952 -1.508 1.170  N3 1.071
10 H -2.820 -1.144 -0.549  N3 1.013
11 H -2.025 1.755 0.694  C2 1.050
12 C 2.350 0.782 -0.637  C13 1.472, H14 1.152, H15 1.081, H16 1.099
13 C 3.167 -0.244 0.031  C12 1.472, H17 1.031, H18 1.088, H19 1.116
14 H 1.791 0.355 -1.550  C12 1.152
15 H 1.716 1.200 0.132  C12 1.081
16 H 2.996 1.576 -1.038  C12 1.099
17 H 3.936 -0.357 -0.646  C13 1.031
18 H 3.560 0.097 0.986  C13 1.088
19 H 2.693 -1.238 0.212  C13 1.116